Entry 1:
10
Properties=species:S:1:pos:R:3:forces:R:3 method="wB97M-V/def2-TZVPD" energy_ha=-230.6550 homo_lumo_gap_ev=7.65 charge=0 e_lumo_ev=-1.8
C -0.372933 1.003221 1.371924 0.430 1.527 -3.794
C -0.459861 0.594768 2.542435 -0.122 -0.150 1.156
C -0.187186 0.645912 -0.102965 -0.059 -0.964 2.787
C -0.223421 1.984899 -0.262492 -0.220 -0.701 1.597
C 0.907306 -0.406887 -0.494838 0.985 0.055 -1.093
C -0.506364 -0.748957 -0.620856 -2.516 -1.113 -1.142
H 1.550712 -0.171006 -1.378335 -0.814 -0.146 0.852
H 1.434079 -0.743581 0.413150 -0.390 0.186 -0.626
H -0.966435 -1.535569 0.087088 0.829 1.917 -0.822
H -1.175898 -0.622799 -1.555111 1.877 -0.611 1.085


Entry 2:
10
Properties=species:S:1:pos:R:3:forces:R:3 method="wB97M-V/def2-TZVPD" energy_ha=-230.7281 homo_lumo_gap_ev="7.20 / 7.20" charge=0 e_lumo_ev="-1.1 / -1.1"
C -2.193140 0.322057 -0.054499 -0.031 0.173 0.735
C -1.341159 1.346910 -0.040724 -0.901 -0.823 -0.835
C -1.787164 -1.084154 0.039588 -1.710 1.853 -0.390
C -0.484009 -1.111439 0.020918 -0.248 -1.501 0.492
C 0.593164 -0.364179 -0.029905 3.301 -0.704 0.994
C -0.130646 1.628777 0.014957 1.772 0.694 1.187
H -2.580648 -1.760387 0.254516 0.098 -0.906 -0.161
H 1.196538 -0.302941 0.948141 -1.158 0.246 -1.287
H 1.297438 -0.766433 -0.799797 -0.442 1.031 0.102
H 0.647316 2.269646 0.449766 -0.681 -0.061 -0.838


Entry 3:
70
Properties=species:S:1:pos:R:3:forces:R:3 method="wB97M-V/def2-TZVPD" energy_ha=-3246.5932 spin_multiplicity=6 homo_lumo_gap_ev="7.45 / 5.51" charge=+1 e_lumo_ev="-5.4 / -7.1"
Fe -1.820098 -0.139566 3.527358 0.143 0.103 -0.328
C 0.761282 -1.777530 -0.913682 -0.115 -0.599 -0.728
C 0.381299 -1.862463 0.437864 -0.065 0.739 2.912
C -0.011017 -0.534775 1.198025 -1.047 1.838 -3.029
O -0.221442 -0.561377 2.409771 0.615 -0.660 1.489
C -0.308858 0.642802 0.412901 1.762 -3.726 0.787
C -0.021634 0.609156 -0.968449 -2.067 3.512 -0.603
C 0.533258 -0.637489 -1.648456 3.052 0.906 -4.599
O 1.084977 -0.685619 -2.884571 -2.765 1.079 4.374
O -0.371321 1.687845 -1.564595 1.326 -2.668 -0.398
O 0.402649 -2.901381 1.075543 -0.301 0.645 -0.508
H 1.198878 -2.620116 -1.428440 0.089 -0.258 0.123
H -0.677173 1.546699 0.875204 0.045 -0.068 -0.150
O -2.388603 3.265436 -0.376612 -0.547 -0.319 0.683
H -1.733420 2.677135 -0.751932 0.627 -0.242 -0.539
H -3.003996 3.426820 -1.091790 -0.168 0.350 -0.282
O 0.962219 3.767671 -3.417180 0.350 0.396 0.193
H 0.431099 3.522741 -4.174908 -0.281 -0.113 -0.226
H 0.706397 3.147635 -2.734284 -0.086 -0.262 0.092
O 0.069709 5.033395 -0.143589 0.196 0.031 0.509
H 0.385694 5.456805 -0.941772 0.132 0.134 -0.320
H -0.196729 4.158305 -0.425474 -0.204 -0.082 -0.166
O -0.665765 -2.623834 -4.148131 -0.240 -0.260 0.030
H 0.078374 -2.158705 -3.765854 0.426 0.157 0.008
H -0.892620 -2.115044 -4.926524 -0.097 0.004 -0.395
O -3.598719 0.216877 -0.388453 0.007 -0.195 0.324
H -3.263025 1.098938 -0.548206 0.080 0.664 0.125
H -3.458473 -0.246489 -1.214196 -0.037 -0.481 -0.325
O -2.098414 1.867762 2.949632 -1.025 -0.886 0.349
H -1.368583 2.441020 2.715196 1.379 0.471 -0.001
H -2.854744 2.451972 3.003506 -0.565 -0.007 -0.036
O 4.401586 0.096298 -1.424544 -0.199 0.319 0.163
H 5.151680 -0.473696 -1.593946 0.249 -0.175 -0.124
H 3.654607 -0.499778 -1.370378 -0.038 -0.174 -0.070
O 2.245270 -4.045445 2.703096 0.426 0.131 0.323
H 1.674337 -3.545592 2.119646 -0.041 -0.080 -0.006
H 1.675801 -4.716779 3.078916 -0.083 -0.302 0.037
O 0.179875 3.301689 2.772863 -0.670 -0.255 -0.044
H 0.897014 3.054004 3.356459 0.289 -0.141 0.515
H -0.088794 4.168512 3.077266 -0.005 0.619 -0.181
O -0.870757 -5.353389 1.123936 -0.303 -0.159 0.321
H -0.445232 -4.497364 1.172829 0.146 0.037 -0.052
H -0.744543 -5.632694 0.217137 -0.021 -0.190 -0.220
O 2.665635 2.559327 1.939101 0.230 -0.558 0.454
H 2.977902 3.382024 1.562390 0.194 0.237 -0.214
H 1.711433 2.625273 1.901942 -0.109 0.170 -0.601
O -3.064169 -0.899435 1.992745 0.186 -0.375 1.346
H -3.221259 -0.488023 1.142869 -0.245 0.915 -1.439
H -3.313859 -1.814782 1.866078 -0.102 -0.393 0.150
O -1.557178 -2.088616 4.247466 -0.450 -0.185 0.225
H -2.130194 -2.847963 4.353709 -0.416 -0.297 -0.166
H -0.851711 -2.230137 4.878759 0.543 0.121 0.158
O 1.565957 -0.185537 -5.940370 -0.247 -0.293 -0.273
H 0.988740 -0.167143 -5.177019 0.000 0.203 0.255
H 2.425389 0.059249 -5.597328 0.295 0.135 0.093
O -2.188979 -2.821342 -1.862237 -0.618 0.250 0.909
H -1.894695 -2.926571 -2.766974 0.319 -0.019 -0.714
H -1.400155 -2.572030 -1.380742 0.056 -0.140 0.020
O -1.412887 1.968041 -4.172685 -0.227 0.087 -0.221
H -1.579914 1.272668 -4.808922 -0.125 -0.033 -0.367
H -0.957662 1.530700 -3.453150 0.302 0.018 0.504
O 2.112503 0.586418 4.233318 -0.578 -0.022 0.305
H 1.934568 0.066894 3.449307 0.148 -0.353 -0.388
H 2.779712 1.215217 3.958228 0.362 0.398 -0.183
O -0.417732 0.247470 5.051131 -0.977 -0.108 0.281
H 0.432665 0.530632 4.715149 1.359 0.378 -0.451
H -0.313187 0.251236 6.002598 -0.283 -0.007 0.376
O 3.320547 -2.510593 -3.671681 0.225 -0.153 0.355
H 2.614123 -1.974667 -3.311137 -0.179 0.285 -0.113
H 3.002364 -2.778704 -4.533722 -0.033 -0.096 -0.331


Entry 4:
61
Properties=species:S:1:pos:R:3:forces:R:3 method="wB97M-V/def2-TZVPD" energy_ha=-1683.6246 homo_lumo_gap_ev=8.81 charge=-1 e_lumo_ev=2.6
C 1.070784 -1.946528 -0.183049 2.065 0.537 -0.839
C 1.113616 -3.084342 -1.256314 0.098 0.688 -0.383
S 2.388305 -2.821223 -2.539305 1.528 1.574 1.387
C 0.129395 -0.855809 -0.696581 -0.162 -1.714 0.711
N -1.252500 -1.465496 -0.675926 2.704 0.099 -1.972
C -2.178745 -0.660964 -1.424492 -2.371 0.931 1.363
C -3.563854 -1.227872 -1.049920 2.402 1.296 2.034
C -3.734114 -1.220993 0.499307 -1.047 -1.667 -0.032
H 0.720107 -2.264446 0.782787 -0.350 -0.532 0.258
H 2.124223 -1.471429 0.084387 -2.419 -1.626 -0.996
H 1.322474 -4.085213 -0.904953 -0.556 -0.065 0.493
H 0.191101 -3.041549 -1.894883 0.735 -0.630 0.850
H 0.480463 -0.474613 -1.661058 -0.379 0.037 0.006
H 0.140443 -0.108614 0.049607 -0.050 1.286 0.261
H -1.091062 -2.238758 -1.358523 -0.535 0.381 1.020
H -2.225928 0.406169 -1.176895 0.751 -0.206 0.358
H -2.039561 -0.709921 -2.472924 0.288 -0.026 -1.250
H -4.275873 -0.744529 -1.640363 -1.632 0.662 -0.512
H -3.435501 -2.191195 -1.330928 -0.397 -3.353 -1.163
H -4.314149 -2.192239 0.875346 0.967 2.219 -0.807
H -2.751818 -1.255648 1.037983 -1.008 0.299 -0.697
H -4.307949 -0.320453 0.687020 -0.077 0.049 0.864
H -0.143948 0.392616 1.715761 2.713 -0.748 -0.455
H -1.373533 -0.069871 2.442847 0.206 0.127 -0.173
O -0.941563 0.698886 2.044696 -3.228 0.463 1.024
H -1.162265 2.316324 -0.566603 -1.886 -1.226 5.898
H -0.037220 2.478402 -1.429250 4.394 -0.292 -0.381
O -0.935910 2.544299 -1.380537 -3.026 1.960 -4.774
H 2.522654 2.674093 0.721169 -1.723 1.243 -3.098
H 2.980249 1.637832 1.478330 0.937 -0.800 0.548
O 2.980102 2.599801 1.507845 0.899 -0.111 2.365
H 3.845816 -0.719833 1.109983 2.207 -1.896 -0.073
H 2.811640 0.000214 -0.085736 2.533 0.212 0.963
O 3.176056 -0.100192 1.084644 -3.241 2.311 -1.811
H -0.956146 -3.410528 1.867571 0.421 1.039 0.865
H -1.374241 -3.234894 0.378090 0.019 1.244 -0.210
O -1.274497 -3.838632 1.099458 -0.596 -2.363 -0.342
H 2.163898 0.459309 -2.876051 0.313 -0.001 -0.457
H 1.033111 0.312878 -3.888688 -0.349 -0.270 -0.336
O 1.776855 0.874350 -3.684057 0.078 -0.113 -0.229
H 4.045020 0.368178 -1.694355 -2.411 -0.320 0.816
H 3.174017 -1.919549 -1.689086 -1.164 -1.265 -1.718
O 3.067388 0.174122 -1.481802 1.793 -0.272 0.578
H -0.449885 1.900573 -3.608329 0.796 0.127 -0.432
H -1.628320 1.778289 -2.781323 0.141 0.058 -1.280
O -1.368505 1.681709 -3.742375 -0.833 -0.335 0.857
H 2.152057 0.149433 2.456432 0.578 -1.009 -0.799
H 1.816494 1.289000 3.297255 -0.929 -0.750 0.089
O 1.478222 0.379450 3.100613 0.809 1.644 0.833
H -1.860321 1.905955 1.558862 -1.156 -0.360 -0.450
H -3.230645 2.607861 0.783458 -0.823 -1.031 -0.105
O -2.371855 2.651304 1.156713 1.828 1.592 0.510
H 2.016416 1.389903 -1.444645 1.216 -1.174 -0.099
H 2.219091 2.856562 -1.835242 -0.156 -0.298 -0.064
O 1.610446 2.248091 -1.400252 -0.679 2.529 0.935
H 0.647701 -0.820091 4.624217 -2.341 0.048 -0.645
H -0.722885 -0.054177 4.416755 0.793 -0.765 0.125
O -0.355126 -0.959433 4.525435 1.235 0.574 0.588
H 0.735441 3.501297 2.574294 1.304 -0.432 0.096
H -0.631988 3.817453 2.650966 -0.077 -0.669 1.232
O 0.056322 3.414681 3.242611 -1.153 1.090 -1.344


Entry 5:
62
Properties=species:S:1:pos:R:3:forces:R:3 method="wB97M-V/def2-TZVPD" energy_ha=-1340.7311 homo_lumo_gap_ev=10.41 charge=+1 e_lumo_ev=-2.0
C -0.971503 0.202018 0.672661 -0.202 0.684 0.616
N -1.270622 1.206987 1.736783 0.193 -0.287 -0.419
C -2.466813 0.834634 2.497023 -0.005 0.196 0.191
C 0.486370 0.345062 0.205337 -0.850 -0.514 0.029
N 0.651302 0.056138 -1.279627 0.105 0.262 0.692
C 2.079867 -0.386638 -1.491487 -0.370 0.037 -0.230
C 2.644480 -0.680016 -0.098954 0.359 0.213 0.076
C 1.449395 -0.636422 0.855358 0.385 0.094 0.251
H -1.690562 0.385635 -0.127733 0.191 -0.092 -0.050
H -1.168072 -0.802465 1.060728 0.129 -0.133 -0.143
H -0.472834 1.315928 2.362578 -0.010 -0.075 0.053
H -2.632335 1.559987 3.295560 0.012 0.039 -0.107
H -3.339625 0.849748 1.838169 0.082 -0.072 0.050
H -2.386216 -0.146208 2.970332 0.006 -0.142 -0.118
H 0.774941 1.384243 0.381936 0.286 -0.115 -0.235
H 0.404150 0.887655 -1.830878 0.189 -0.009 -0.131
H -0.025752 -0.647431 -1.589971 -0.053 -0.086 -0.022
H 2.060699 -1.256389 -2.133561 -0.084 -0.177 0.006
H 2.580798 0.393570 -2.049485 0.200 0.151 0.163
H 3.412544 0.043955 0.177994 -0.282 0.289 -0.013
H 3.183521 -1.615823 -0.103969 -0.192 -0.365 0.043
H 1.016696 -1.630436 1.007413 -0.259 0.079 -0.405
H 1.718085 -0.292906 1.852739 0.133 0.185 0.017
H 0.183960 -2.276203 3.666244 -0.076 -0.142 0.104
H -0.796252 -3.353210 4.205020 0.107 0.038 0.114
O -0.664057 -2.705887 3.505579 0.013 0.191 -0.032
H 1.885175 2.329483 4.121518 0.059 0.129 0.226
H 2.030350 2.285861 2.577812 -0.090 -0.037 0.504
O 1.584585 1.852760 3.349714 -0.158 -0.224 -0.688
H -2.522514 -2.958346 -0.154699 -0.042 0.143 -0.288
H -3.594736 -3.102514 -1.295107 0.237 0.135 0.073
O -2.810728 -2.592942 -1.042939 -0.085 -0.350 0.399
H -3.336460 2.829541 -2.357887 -0.494 0.347 -0.152
H -2.439340 2.772939 -1.056182 -0.245 0.270 -0.211
O -2.582436 2.405714 -1.963856 0.610 -0.442 0.394
H 0.205103 -4.160895 -1.117711 0.119 -0.179 0.101
H 1.274509 -4.948220 -0.298739 -0.186 -0.024 0.020
O 0.342629 -4.702733 -0.311905 0.314 0.012 -0.138
H -1.341130 -3.359941 1.992994 -0.443 -0.043 -0.476
H -0.943264 -4.247281 0.816040 -0.271 0.070 -0.178
O -1.708288 -3.740448 1.162383 0.458 0.154 0.397
H 2.008542 3.348451 0.588860 0.324 0.130 0.192
H 3.262402 3.866844 1.346708 -0.014 -0.064 0.011
O 2.722639 3.078757 1.225303 -0.210 -0.004 -0.387
H -2.367661 -1.011861 -2.013169 0.274 0.998 -0.224
H -2.268570 0.594272 -2.251284 0.023 -0.855 -0.042
O -1.816047 -0.272503 -2.374915 -0.594 -0.242 0.119
H -1.644736 2.669013 0.973138 0.164 0.096 -0.015
H -2.270441 4.127634 0.935519 -0.079 0.095 -0.044
O -1.815055 3.484816 0.383633 -0.070 -0.403 0.247
H -0.974535 2.561148 -2.589851 0.351 0.174 -0.355
H 0.160526 2.887035 -3.649223 -0.117 -0.091 0.122
O 0.002922 2.569678 -2.751831 -0.176 -0.203 0.100
H -0.107364 3.910765 -0.066359 0.595 0.100 -0.332
H 0.693105 3.515438 -1.339021 0.003 0.327 0.374
O 0.800814 3.932445 -0.456723 -0.531 -0.352 -0.030
H 5.028537 -1.861984 -2.738214 -0.069 0.423 0.392
H 5.345495 -0.735533 -1.718110 0.054 -0.161 -0.149
O 4.625355 -1.257509 -2.090957 0.293 -0.322 -0.391
H -0.546727 -3.211065 -3.233521 -0.008 0.047 0.155
H -1.267000 -2.894235 -1.880325 0.308 -0.123 -0.453
O -0.377818 -3.000109 -2.306883 -0.311 0.218 0.227


Entry 6:
72
Properties=species:S:1:pos:R:3:forces:R:3 method="wB97M-V/def2-TZVPD" energy_ha=-2059.7748 homo_lumo_gap_ev=7.47 charge=-2 e_lumo_ev=4.0
C 5.001483 -0.883538 14.099292 -1.703 -0.554 1.303
C 4.953440 -1.414043 12.796351 0.900 1.042 -0.854
C 3.807962 -2.325720 12.357252 -1.147 -0.228 -0.631
O 3.720950 -2.768616 11.173016 0.952 0.332 0.104
C 2.764228 -2.527596 13.232478 -0.026 0.528 1.673
C 2.768566 -2.046666 14.576173 0.392 0.186 -0.751
C 4.021731 -1.233241 15.082267 0.123 -0.390 -1.316
O 4.019148 -0.904610 16.284897 0.289 0.354 -0.007
O 1.780519 -2.182466 15.309095 0.349 -0.003 0.151
O 5.778804 -1.037512 11.931967 -0.164 -0.658 0.169
H 5.739360 -0.124286 14.306825 0.208 -0.154 0.203
H 1.863567 -3.064423 12.971889 0.299 -0.182 -0.413
O 3.765905 -0.418335 19.101350 -0.046 0.018 0.121
H 4.571959 0.107202 18.995786 -0.177 -0.152 -0.129
H 3.528504 -0.672965 18.194979 0.103 0.013 0.356
O 5.664821 1.103280 17.599274 0.291 0.264 -0.299
H 5.059553 0.771916 16.914280 0.012 -0.138 0.217
H 6.146927 1.824829 17.167965 -0.094 -0.162 0.360
O 2.681436 0.811230 11.336659 -0.059 0.023 0.279
H 3.605573 1.090677 11.319189 0.023 -0.228 -0.212
H 2.689053 -0.003782 11.860340 -0.005 0.136 0.064
O 0.997777 -1.618000 17.843581 -0.020 -0.003 -0.576
H 1.299937 -1.666274 16.899141 -0.129 -0.287 0.596
H 1.422235 -2.375066 18.257390 0.073 0.095 0.061
O 4.228568 2.007827 14.934543 0.034 0.243 -0.130
H 3.844017 1.158529 14.677593 0.137 -0.030 -0.122
H 3.487845 2.624395 14.932867 -0.007 -0.121 0.175
O 0.987226 -4.818909 16.046885 -0.120 -0.126 -0.192
H 0.664225 -5.131803 15.188000 0.029 -0.123 -0.037
H 1.021597 -3.864971 15.882928 0.168 0.179 0.171
O 6.528421 -1.912875 17.550313 0.228 -0.213 -0.326
H 5.784389 -1.634389 16.991326 -0.072 0.037 0.280
H 7.135687 -1.168242 17.506667 -0.159 0.121 0.068
O 8.241694 -0.621311 13.567838 0.013 0.289 -0.286
H 7.657484 -0.529487 12.791398 -0.143 -0.041 0.212
H 7.989791 0.108592 14.144926 -0.003 -0.038 -0.026
O 1.729120 0.791596 16.527107 -0.004 0.201 -0.068
H 2.600122 0.371165 16.428793 -0.350 -0.016 0.237
H 1.261124 0.196625 17.137392 0.258 0.265 -0.068
O 3.263285 -5.491930 11.921303 -0.174 -0.099 0.106
H 3.217688 -4.540003 11.724020 0.380 -0.114 -0.288
H 3.868767 -5.570717 12.678032 -0.225 0.075 -0.057
O 7.509047 -2.239239 9.475481 0.272 0.020 -0.016
H 7.424024 -2.029031 10.416086 -0.305 -0.114 -0.106
H 8.169931 -1.623884 9.145114 -0.097 0.063 0.042
O 0.883994 -5.260132 13.235972 -0.680 0.058 -0.047
H 1.693237 -5.406507 12.707258 0.480 -0.234 -0.058
H 0.310091 -4.734931 12.668067 -0.080 -0.109 0.086
O 1.989241 -1.118087 9.293312 -0.397 -0.002 0.016
H 2.212505 -0.319329 9.800511 0.120 -0.114 -0.049
H 2.047633 -1.828398 9.946952 0.233 0.030 -0.120
O 3.491499 -5.904906 14.693448 0.196 -0.032 0.084
H 3.196941 -6.776858 14.969944 -0.045 0.052 0.022
H 2.765576 -5.315901 14.953369 -0.013 -0.037 0.185
O -0.622693 -2.047578 13.548987 -0.305 -0.157 -0.320
H 0.245237 -2.459591 13.639978 0.027 0.244 0.339
H -0.731600 -1.891040 12.604673 0.093 0.039 0.069
O 3.231001 -4.701571 9.129885 0.012 0.131 -0.429
H 3.911127 -5.305174 9.445922 -0.090 0.054 0.212
H 3.441709 -3.861321 9.564691 0.013 -0.179 0.036
O 6.944456 2.800747 15.696935 -0.299 -0.088 -0.419
H 7.145718 3.526624 15.099484 0.093 0.031 0.080
H 6.091358 2.463121 15.354642 0.058 0.092 0.009
O 7.435260 -3.318996 14.053924 -0.074 0.093 -0.100
H 7.526281 -3.372237 15.010721 -0.179 0.010 0.008
H 7.253981 -2.379749 13.879710 0.332 -0.134 0.247
O 4.764943 -0.088178 9.155651 0.251 0.123 -0.113
H 4.330815 -0.122322 8.298733 -0.148 -0.141 0.105
H 4.736949 -1.001964 9.478951 0.064 0.148 0.156
O 6.250947 -4.369859 11.631029 -0.012 0.221 0.130
H 6.639134 -3.938666 12.412612 -0.108 -0.334 -0.090
H 5.536451 -3.778604 11.345777 0.157 -0.075 -0.075


Across the entries above, energy relative to the best compared isomer or geometry (same formula, charge and spin) takes the values 582.2; 390.2; 0.0; 396.5; 0.0; 0.0 kJ/mol, respectively.